59
Properties=species:S:1:pos:R:3:forces:R:3 method="wB97M-V/def2-TZVPD" gap_ev="4.50 / 7.66" charge=0 homo_energy_ev="-4.038 / -7.214" lumo_ev="0.459 / 0.442" multiplicity=4 s2=3.752
Ti 0.5528 0.3720 0.1875 -0.6 0.3 0.7
C -3.4285 1.4543 2.5697 1.6 -0.6 0.3
C -1.9041 1.0429 2.9248 -1.1 0.1 -1.3
O -0.9830 1.1817 1.8782 0.0 -0.2 0.0
H -4.1265 1.1881 3.3635 0.1 -0.2 0.2
H -3.7299 0.9087 1.6754 -0.1 0.3 -0.2
H -3.5053 2.5381 2.4831 0.1 0.0 -0.5
H -1.9346 0.0138 3.2828 -0.1 -0.5 0.1
H -1.7358 1.6322 3.8263 0.8 0.4 0.2
C -1.0950 -3.4824 0.3847 1.6 -0.9 -0.4
C -1.1185 -3.0478 1.8669 -1.4 1.1 -2.4
O 0.1019 -3.2211 2.5691 -2.7 -2.0 1.3
C 1.1882 -2.7453 2.1655 2.8 2.3 -1.4
O 1.4065 -2.0058 1.2222 -0.3 -0.4 0.3
C 2.3452 -3.0946 3.1189 0.5 -2.2 0.2
F 2.9026 -2.0364 3.6579 0.0 0.3 0.1
F 1.8932 -3.9218 4.1052 0.6 0.7 -0.5
F 3.3432 -3.7979 2.4539 -1.2 0.8 0.5
H -0.2339 -3.1058 -0.1674 0.2 0.5 0.4
H -1.8876 -3.1931 -0.3053 -0.6 0.1 0.8
H -0.9224 -4.5552 0.2992 -0.5 -0.3 0.1
H -1.9287 -3.5854 2.3595 0.5 0.1 0.5
H -1.3571 -1.9854 1.8183 0.0 0.2 0.6
C 0.5903 3.7221 -2.2974 0.7 0.2 -0.9
O 0.7257 4.2439 -0.9968 0.9 -0.7 2.4
C 1.3091 3.4570 -0.0074 -2.3 1.6 -0.1
O 1.8080 2.3887 -0.1952 0.7 -1.1 -0.5
O 1.1094 4.0356 1.1793 0.2 0.3 -1.2
C 1.4189 3.3011 2.3593 0.5 0.0 1.2
H 1.5529 3.5571 -2.7815 0.3 0.0 0.2
H 0.1363 4.5504 -2.8413 -0.4 -0.4 -0.1
H 0.0473 2.7806 -2.3801 -0.3 0.2 0.4
H 1.8137 2.3074 2.1474 -0.5 0.0 0.0
H 0.5716 3.3408 3.0439 -0.5 -0.7 -0.7
H 2.1535 3.8080 2.9850 0.6 0.4 -0.7
C 2.9411 1.1548 -3.2790 0.3 0.6 0.7
O 3.6215 -0.0498 -2.9671 0.9 -0.2 -1.5
C 3.1940 -0.7925 -1.9896 0.5 -1.1 1.1
O 2.4214 -0.4846 -1.1258 -1.2 0.5 0.5
O 3.8226 -1.9705 -2.0402 0.8 -0.8 0.3
C 3.5325 -2.9567 -1.0134 -1.0 -0.4 0.1
H 1.8921 0.9976 -3.0277 0.0 0.5 -0.3
H 3.1863 1.4561 -4.2974 -0.4 -0.7 -0.2
H 3.3979 1.9520 -2.6926 -0.4 0.0 0.5
H 3.9646 -2.8510 -0.0183 -0.1 1.3 -0.1
H 3.9060 -3.9560 -1.2371 0.2 0.3 -1.2
H 2.4472 -3.0378 -0.9539 0.1 0.1 0.3
C -2.3899 1.8911 -1.0727 -0.4 2.7 2.0
O -2.8741 0.7586 -1.6642 0.5 -2.9 -1.4
C -2.0674 -0.2826 -1.9649 0.1 0.6 -0.2
O -0.8839 -0.4538 -1.7162 -0.9 0.7 0.4
O -2.6951 -1.1742 -2.7172 0.7 -0.9 0.5
C -4.0930 -1.2433 -2.8820 -1.0 0.9 0.3
H -2.9383 2.0260 -0.1404 0.3 -0.2 0.3
H -2.7213 2.7644 -1.6345 0.4 -0.1 -0.6
H -1.3338 1.9393 -0.8071 0.1 -0.4 -0.3
H -4.6660 -0.7485 -2.0978 0.4 0.3 0.2
H -4.4309 -2.2771 -2.8101 0.4 0.0 -0.7
H -4.3130 -0.7078 -3.8056 -0.4 -0.5 -0.2


10
Properties=species:S:1:pos:R:3:forces:R:3 method="wB97M-V/def2-TZVPD" gap_ev=9.91 charge=0 homo_energy_ev=-10.551 lumo_ev=-0.645 smiles="O=c1c(O)non1O"
O 0.8532 -1.5614 -0.7542 0.4 -0.1 0.8
C 0.4136 -0.5652 -0.2800 -0.7 0.5 -2.5
C 0.5930 0.2570 0.8772 5.3 -5.4 -0.6
O 1.7644 0.0582 1.5042 0.2 4.1 1.7
N -0.2174 1.1042 1.0533 -5.4 6.2 1.2
O -1.1777 1.1944 -0.0218 3.4 -2.1 0.2
N -0.4935 0.2797 -1.0223 -4.6 -1.7 0.0
O -1.5761 -0.6658 -1.3612 0.4 0.8 0.3
H 1.9360 1.0610 1.7825 0.2 -3.2 -0.1
H -1.9101 -1.1034 -0.5187 0.8 0.9 -1.1


37
Properties=species:S:1:pos:R:3:forces:R:3 method="wB97M-V/def2-TZVPD" gap_ev="6.64 / 6.65" charge=-1 homo_energy_ev="-6.598 / -6.598" lumo_ev="0.044 / 0.048"
Pd 1.0236 -0.2317 1.2575 0.3 0.8 0.1
O -0.0823 -2.6785 4.3553 -0.1 -0.2 0.0
C -0.1083 -2.1361 3.2645 -0.1 0.3 0.0
O 0.9015 -1.4464 2.8261 -0.1 -0.1 0.0
C -1.4372 -2.2175 2.4836 0.2 0.0 0.0
C -2.2577 -0.9288 2.6974 0.0 -0.1 0.0
C -3.7297 -1.1832 2.3048 0.0 0.0 0.0
C -3.6587 -1.0718 0.7606 0.0 0.0 0.0
C -2.1473 -0.9475 0.5589 0.0 -0.2 0.1
O -1.7909 -0.0870 1.6462 0.1 0.1 -0.1
C -1.4944 -2.3155 0.9260 0.0 0.2 -0.1
C -0.2205 -2.6344 0.1450 -0.1 0.0 0.2
O -0.0893 -3.7142 -0.3885 0.0 0.0 0.0
O 0.6580 -1.6675 0.0032 -0.2 0.2 0.1
H -1.9459 -3.0708 2.9262 0.0 0.0 0.0
H -2.1022 -0.4444 3.6579 0.0 0.0 0.0
H -4.3868 -0.4279 2.7342 0.0 0.0 0.0
H -4.0693 -2.1625 2.6438 0.0 0.0 0.0
H -4.1513 -0.1629 0.4159 0.0 0.0 0.0
H -4.0898 -1.9254 0.2376 0.0 0.0 0.0
H -1.8120 -0.5059 -0.3747 0.0 0.0 -0.1
H -2.1805 -3.1208 0.6689 0.0 0.0 0.0
Br 0.3468 4.3254 -4.4392 0.0 0.0 0.0
C 1.8034 3.3713 -3.6698 0.0 0.0 0.0
C 3.0552 3.4765 -4.2531 0.0 0.0 0.0
C 4.1143 2.7794 -3.6880 0.0 0.0 0.0
C 3.9161 1.9957 -2.5621 0.0 0.0 0.0
C 2.6539 1.9015 -1.9913 0.0 0.0 0.0
C 1.5846 2.5941 -2.5474 0.0 0.0 0.0
C 2.4694 1.0379 -0.7637 -0.2 0.0 0.2
O 3.4202 0.4522 -0.2685 0.1 0.0 -0.1
O 1.2537 1.0076 -0.3251 0.1 -0.1 -0.2
H 3.1968 4.0910 -5.1315 0.0 0.0 0.0
H 5.0979 2.8521 -4.1349 0.0 0.0 0.0
H 4.7245 1.4426 -2.1035 0.0 0.0 0.0
H 0.6065 2.5153 -2.0958 0.0 0.0 0.0
O 0.9279 1.2382 2.2234 -0.1 -0.9 -0.2


82
Properties=species:S:1:pos:R:3:forces:R:3 method="wB97M-V/def2-TZVPD" gap_ev="3.98 / 6.02" charge=-2 homo_energy_ev="0.245 / -1.803" lumo_ev="4.221 / 4.215" multiplicity=2 s2=0.774
Hg 0.0012 0.6661 0.6748 -0.5 0.3 0.1
C 1.6095 4.0843 -4.1941 -0.1 -0.2 -0.1
C 0.5576 2.9877 -4.3767 0.4 0.1 0.1
N -0.4640 3.0858 -3.3669 -0.4 0.2 -0.4
C -0.5017 2.2972 -2.2343 0.2 -0.4 0.7
S 0.9780 1.5346 -1.7277 0.0 0.4 0.3
N -1.6462 2.2490 -1.6424 -0.3 0.4 -0.7
N -1.7833 1.6499 -0.4492 0.2 -0.4 0.4
C -3.0246 1.5289 0.0279 0.1 0.1 -0.3
C -4.2034 1.8861 -0.8428 0.2 0.0 0.2
C -3.1826 1.0577 1.3471 0.2 0.2 0.1
C -4.4487 0.7429 1.9095 -0.1 0.0 -0.1
C -4.5361 0.3010 3.1987 0.0 0.0 0.0
C -3.3607 0.1714 3.9599 0.0 0.0 0.2
C -2.1580 0.4707 3.3456 0.0 -0.1 0.3
N -2.0425 0.8968 2.1039 -0.1 0.1 -0.3
H 2.3901 3.9894 -4.9469 0.2 0.1 -0.1
H 2.0513 3.9824 -3.2067 0.1 0.0 0.1
H 1.1582 5.0741 -4.2668 0.0 0.1 0.0
H 1.0534 2.0085 -4.3081 -0.2 0.3 -0.2
H 0.0901 3.0704 -5.3637 0.0 0.0 0.0
H -1.3874 3.3531 -3.6710 0.0 0.0 0.0
H -3.8153 2.3724 -1.7355 -0.2 0.0 0.0
H -4.8858 2.5649 -0.3291 -0.1 0.0 0.0
H -4.7483 0.9889 -1.1424 -0.2 -0.1 0.0
H -5.3361 0.8383 1.2995 -0.1 0.0 0.0
H -5.4953 0.0436 3.6358 0.0 0.0 -0.1
H -3.3946 -0.1662 4.9858 0.1 0.0 0.0
H -1.2250 0.3546 3.8852 0.1 -0.1 0.0
Cl -3.0681 -6.2945 2.8637 -0.3 -0.4 0.0
C -2.1685 -4.8311 2.6096 0.1 0.1 0.0
C -2.5205 -3.9715 1.5815 0.1 -0.1 0.1
C -1.8062 -2.8094 1.4060 0.2 0.1 0.1
Cl -2.2189 -1.7519 0.1010 -0.2 0.0 -0.2
C -0.7135 -2.4068 2.2383 -0.2 -0.3 0.1
O -0.0702 -1.3395 2.1302 0.2 0.2 -0.1
C -0.4051 -3.3816 3.2393 0.0 0.0 -0.1
Cl 0.9655 -3.0354 4.2370 0.3 0.0 0.3
C -1.0971 -4.5502 3.4395 -0.1 0.1 -0.1
H -3.3413 -4.2015 0.9210 -0.1 0.0 0.0
H -0.8065 -5.2301 4.2259 0.0 0.0 0.0
C 2.0808 -2.4013 -0.1581 0.2 -0.3 0.0
N 1.9787 -1.0689 0.3667 0.4 0.4 0.2
C 2.9433 -0.6012 1.0572 -0.1 -0.8 -0.5
C 2.9299 0.6928 1.6428 0.1 0.8 0.5
C 3.9987 1.3823 2.2258 0.1 -0.4 -0.2
C 3.5058 2.6244 2.6084 0.0 0.4 0.2
C 2.1596 2.6293 2.2553 -0.2 0.3 0.1
N 1.8087 1.4755 1.6771 0.3 -0.4 0.1
C 1.9053 -2.3820 -1.6518 0.5 -0.2 0.2
C 2.8042 -2.8451 -2.5140 0.1 -0.1 0.1
C 2.6914 -2.8079 -4.0145 0.1 0.3 -0.1
C 0.1796 -3.1322 -4.0375 -0.4 0.1 0.2
C -0.1985 -2.8414 -2.7965 -0.2 -0.3 -0.2
C 0.6196 -1.7956 -2.1219 -0.2 0.8 -0.1
H 1.2631 -2.9970 0.2735 0.0 0.0 0.0
H 3.0339 -2.8908 0.1169 -0.1 0.1 -0.1
H 3.8553 -1.2016 1.2179 -0.1 0.1 0.0
H 5.0109 1.0276 2.3283 0.1 -0.1 0.0
H 4.0482 3.4271 3.0852 0.0 0.0 0.0
H 1.4421 3.4240 2.3963 -0.1 0.0 0.0
H 3.7407 -3.2521 -2.1511 0.1 0.0 0.1
H 3.4344 -2.0733 -4.3863 -0.3 -0.2 0.1
H -0.3180 -3.8488 -4.6800 0.0 -0.1 0.0
H -0.9945 -3.3206 -2.2438 -0.1 -0.1 0.0
H 0.1054 -1.2757 -1.3134 0.1 -0.1 -0.2
C 2.6507 -5.2746 -3.9072 -0.1 -0.2 0.1
N 3.0879 -4.0827 -4.6031 0.0 0.0 0.0
C 2.8762 -4.0946 -5.9891 0.3 -0.1 0.0
C 2.1711 -3.1508 -6.6242 -0.1 -0.1 -0.2
N 1.3502 -2.2385 -5.9914 -0.1 0.2 0.0
C 1.2503 -0.9260 -6.5760 0.0 0.2 0.0
C 1.3171 -2.3209 -4.5514 0.1 0.5 0.7
Se 1.0754 -0.4887 -3.5415 0.0 -1.0 -0.7
H 2.9253 -6.1444 -4.5083 0.0 0.0 0.1
H 1.5660 -5.2894 -3.7361 0.1 -0.1 -0.1
H 3.1416 -5.3389 -2.9357 0.0 -0.1 0.0
H 3.3806 -4.8882 -6.5245 0.0 0.0 -0.2
H 2.1616 -3.0950 -7.7048 0.0 -0.1 -0.1
H 1.1227 -1.0246 -7.6563 0.0 0.1 0.0
H 2.1435 -0.3140 -6.3676 -0.1 0.0 -0.1
H 0.3814 -0.4195 -6.1498 0.1 0.0 -0.2


The evaluated E_tot for the records listed, in turn: -71842.2729 -13270.1653 -105651.1752 -166663.2199 eV.
The evaluated energy above the lowest of the compared OMol25 structures with the same formula, charge and spin for the records listed, in turn: 212.92 483.46 10.13 162.18 kJ/mol.